1.
Entry from OMol25: C8H22F2N2O2Pd as an isolated structure at a distorted geometry (ωB97M-V with the def2-TZVPD basis set).

**Highest occupied orbital energy (spin up / spin down)**: -2.59 / -7.34 eV
**LUMO level (spin up / spin down)**: 0.884 / 0.635 eV
**Largest force on an atom**: 0.304 Eh/bohr
**E**: -904.99115 Eh
**Energy above the lowest of the compared OMol25 structures with the same formula, charge and spin**: 15.259 eV
**HOMO-LUMO gap (spin up / spin down)**: 3.478 / 7.976 eV

Geometry as ORCA input:
```
! wB97M-V def2-TZVPD RIJCOSX def2/J DEFGRID3
* xyz 0 3
Pd 0.26 0.12 -0.01
F 0.63 -1.22 -0.96
F 0.04 1.59 0.93
C -2.50 1.20 -2.54
C -1.21 0.78 -1.83
C -0.06 1.79 -1.72
O 1.12 1.24 -1.08
C 2.21 1.11 -1.95
N -1.50 0.24 -0.52
H -2.41 1.54 -3.58
H -2.97 1.92 -1.88
H -3.17 0.35 -2.58
H -0.71 -0.10 -2.25
H -0.27 2.68 -1.12
H 0.12 2.19 -2.72
H 2.56 2.12 -2.16
H 1.96 0.58 -2.87
H 2.94 0.49 -1.42
H -2.09 -0.53 -0.81
H -2.03 0.92 0.00
C 2.27 -1.87 2.58
C 1.31 -1.42 1.47
C -0.06 -1.26 2.02
O -0.94 -0.65 1.01
C -2.31 -0.63 1.47
N 1.83 -0.22 0.86
H 3.31 -1.93 2.26
H 2.03 -2.92 2.79
H 2.11 -1.40 3.55
H 1.35 -2.14 0.65
H 0.02 -0.58 2.87
H -0.46 -2.19 2.42
H -2.40 -0.13 2.44
H -2.66 -1.64 1.71
H -3.00 -0.13 0.79
H 1.89 0.46 1.61
H 2.79 -0.36 0.58
*
```

Atomic partial charges in e from the natural (NBO) method, atoms 1 to 6: Pd 1.251; F -0.757; F -0.781; C -0.647; C -0.119; C -0.103

2.
Entry from OMol25: C8H22F6N2O7S2 as an isolated structure at a distorted geometry (ωB97M-V with the def2-TZVPD basis set).

**Highest occupied orbital energy**: -9.38 eV
**LUMO level**: -0.415 eV
**Largest force on an atom**: 0.047 Eh/bohr
**E**: -2349.75013 Eh
**HOMO-LUMO gap**: 8.968 eV

Geometry as ORCA input:
```
! wB97M-V def2-TZVPD RIJCOSX def2/J DEFGRID3
* xyz 0 1
N -0.12 0.16 -0.82
H 0.53 0.96 -0.82
H -0.88 0.35 -1.50
H -0.52 0.13 0.12
H 0.32 -0.78 -0.98
C -1.48 2.65 -3.08
F -0.30 2.64 -2.42
F -1.62 3.80 -3.71
F -1.42 1.66 -3.99
S -2.89 2.42 -1.92
O -2.52 3.21 -0.79
O -4.04 2.76 -2.66
N -2.64 0.85 -1.57
S -4.04 0.14 -1.32
O -4.82 0.74 -0.28
O -4.74 -0.23 -2.51
C -3.47 -1.43 -0.54
F -2.95 -1.22 0.67
F -4.50 -2.26 -0.42
F -2.53 -2.04 -1.29
O 1.80 2.29 -0.70
H 2.75 2.29 -0.57
H 1.57 3.17 -1.00
C -1.10 0.76 3.47
C 0.35 0.99 3.17
C 1.34 0.13 3.98
O 0.60 0.81 1.76
H -1.37 -0.30 3.44
H -1.75 1.26 2.75
H -1.36 1.16 4.45
H 0.60 2.03 3.41
H 2.27 0.70 4.06
H 1.53 -0.80 3.47
H 0.98 0.01 5.01
H 1.02 1.58 1.35
C 3.04 -3.84 -0.45
C 2.64 -2.38 -0.26
C 3.64 -1.40 -0.84
O 1.36 -2.18 -0.93
H 3.34 -3.96 -1.49
H 2.13 -4.44 -0.33
H 3.78 -4.19 0.26
H 2.44 -2.13 0.78
H 4.63 -1.56 -0.41
H 3.29 -0.37 -0.79
H 3.72 -1.59 -1.92
H 1.40 -2.53 -1.83
*
```

Atomic partial charges in e from the natural (NBO) method, atoms 1 to 6: N -0.931; H 0.448; H 0.460; H 0.456; H 0.456; C 0.704

3.
Entry from OMol25: an isolated ion of composition C8H22N3 and charge +1 at a distorted geometry (ωB97M-V with the def2-TZVPD basis set).

**Highest occupied orbital energy (spin up / spin down)**: -6.35 / -14.14 eV
**LUMO level (spin up / spin down)**: -2.400 / -7.336 eV
**Largest force on an atom**: 0.120 Eh/bohr
**E**: -481.74127 Eh
**Energy above the lowest of the compared OMol25 structures with the same formula, charge and spin**: 1.751 eV
**HOMO-LUMO gap (spin up / spin down)**: 3.953 / 6.803 eV

Geometry as ORCA input:
```
! wB97M-V def2-TZVPD RIJCOSX def2/J DEFGRID3
* xyz 1 3
C 0.87 -1.09 2.19
C -1.12 -2.02 1.06
C -1.26 1.23 0.74
C 1.32 2.56 0.33
C -1.70 -0.07 -1.96
C 0.56 0.67 -2.25
C 0.14 -1.22 0.83
C -0.07 0.39 0.21
N 0.83 -2.00 -0.16
N 1.15 1.14 0.31
N -0.35 -0.08 -1.41
H 1.42 -2.07 2.45
H 1.68 -0.25 2.14
H 0.18 -0.88 3.02
H -0.87 -3.10 1.24
H -1.66 -1.76 1.99
H -1.86 -1.85 0.26
H -1.58 2.05 0.13
H -0.91 1.59 1.78
H -2.07 0.39 0.84
H 0.39 3.08 0.31
H 1.88 3.01 1.21
H 1.94 2.91 -0.51
H -2.11 1.01 -1.99
H -1.75 -0.58 -2.95
H -2.35 -0.50 -1.20
H 1.60 0.50 -2.00
H 0.40 0.25 -3.19
H 0.45 1.80 -2.31
H 1.80 -1.67 -0.26
H 0.96 -2.96 -0.01
H 1.97 0.71 0.47
H 0.12 -1.18 -1.33
*
```

Atomic partial charges in e from the natural (NBO) method, atoms 1 to 6: C -0.671; C -0.651; C -0.678; C -0.544; C -0.435; C -0.469

4.
Entry from OMol25: a 2-piece molecular cluster, C8H22NOSi2 overall at a distorted geometry (ωB97M-V with the def2-TZVPD basis set).

**Highest occupied orbital energy**: -10.93 eV
**LUMO level**: -4.856 eV
**Largest force on an atom**: 0.040 Eh/bohr
**E**: -1026.76714 Eh
**Energy above the lowest of the compared OMol25 structures with the same formula, charge and spin**: 0.000 eV
**HOMO-LUMO gap**: 6.079 eV

Geometry as ORCA input:
```
! wB97M-V def2-TZVPD RIJCOSX def2/J DEFGRID3
* xyz 1 1
C -0.16 0.00 0.11
C 2.19 -1.30 -1.40
C -0.22 -3.07 -0.41
C 1.76 -1.80 1.72
C 2.19 1.92 1.04
C -0.81 2.91 0.82
C 0.77 2.15 -1.80
C -3.88 -1.19 0.06
N -4.28 0.04 -0.07
O -1.37 -0.10 0.16
Si 0.95 -1.63 0.00
Si 0.56 1.83 0.06
H 1.69 -1.15 -2.36
H 2.80 -0.42 -1.20
H 2.86 -2.14 -1.52
H -0.68 -2.96 -1.39
H 0.33 -4.01 -0.42
H -1.02 -3.17 0.32
H 1.55 -2.77 2.14
H 2.84 -1.70 1.64
H 1.41 -1.05 2.42
H 2.78 1.01 0.95
H 2.79 2.74 0.67
H 2.01 2.09 2.10
H -0.45 3.92 1.00
H -1.67 2.99 0.17
H -1.16 2.52 1.78
H -0.06 1.77 -2.38
H 0.85 3.21 -2.00
H 1.68 1.69 -2.19
H -3.90 -1.86 -0.78
H -3.51 -1.54 1.01
H -4.62 0.39 -0.96
H -4.21 0.69 0.70
*
```

Atomic partial charges in e from the natural (NBO) method, atoms 1 to 6: C -0.062; C -1.097; C -1.093; C -1.097; C -1.103; C -1.092